{
  "formula": "C4H8NO2",
  "method": "wB97M-V/def2-TZVPD",
  "symbols": ["O", "O", "N", "C", "C", "C", "C", "H", "H", "H", "H", "H", "H", "H", "H"],
  "coordinates": [[-0.13277, 0.43559, -2.47344], [-1.15261, 2.02064, -0.93941], [0.92492, -0.75810, -0.21694], [-0.13093, 1.01804, 1.33201], [-0.13339, -1.77142, 0.00246], [-0.43510, 1.05192, -1.29921], [0.40204, 0.63983, -0.13640], [-0.99960, -1.61218, -0.67145], [-0.23925, 2.17486, 1.46965], [1.37531, 1.34668, -0.14595], [0.34138, 0.28225, 1.93219], [1.32989, -0.87913, -1.20907], [-0.29017, -1.77190, 1.06951], [-1.15642, 0.58644, 1.38173], [0.29669, -2.76349, -0.09567]],
  "forces_ev_per_angstrom": [[-1.79, 2.47, 3.83], [-0.39, -0.63, -2.12], [0.69, -0.16, -1.23], [-2.27, -0.05, -2.86], [1.17, 0.75, -0.38], [0.85, -0.33, -2.46], [3.45, 0.47, 1.90], [0.09, -0.26, 0.66], [0.78, -2.53, 0.19], [-1.80, -1.56, -0.54], [1.42, 0.46, 1.50], [-1.25, 0.49, 2.00], [-1.09, 0.35, 0.38], [0.08, 0.77, -0.13], [0.08, -0.23, -0.73]],
  "smiles": "CN[C@H](C)C(=O)[O-]",
  "homo_ev": -3.844,
  "charge": -1,
  "lumo_ha": 0.1532,
  "relative_energy_kj_mol": 197.61,
  "orbital_gap_ev": 8.0133,
  "energy_ev": -9862.73856
}

***

{
  "formula": "C3H10NO3S",
  "method": "wB97M-V/def2-TZVPD",
  "symbols": ["S", "O", "O", "O", "N", "C", "C", "C", "H", "H", "H", "H", "H", "H", "H", "H", "H", "H"],
  "coordinates": [[1.35261, 0.36458, 2.00472], [-0.84114, -0.55670, -0.99181], [-2.82985, 3.19429, -2.23317], [1.07016, 2.10094, -2.43842], [-0.64510, -2.85825, 0.43927], [0.39537, -1.76740, 0.64462], [0.34645, -1.25384, 2.07735], [0.23328, -0.67348, -0.42987], [0.90020, 1.83441, -1.54123], [-2.83267, 3.50145, -1.30386], [-2.22464, 2.46342, -2.14338], [-1.47425, -2.50610, 0.93696], [-0.67850, -0.98224, 2.32996], [0.25680, 1.69572, -2.81065], [-1.00413, -2.80081, -0.51851], [1.29238, -2.38371, 0.56996], [0.88210, -1.90525, 2.75239], [1.11706, -0.08618, -0.64880]],
  "forces_ev_per_angstrom": [[-0.50, -0.51, 0.30], [0.41, 0.58, -0.31], [-0.15, 0.53, 1.08], [-1.29, -0.50, -0.79], [-0.82, 1.09, 0.29], [-0.98, -2.10, -0.04], [1.13, 2.08, -1.33], [-0.39, -1.01, 0.99], [0.50, 0.05, 1.20], [-0.22, 0.06, -0.74], [0.37, -0.64, -0.31], [0.30, -0.36, 0.01], [0.02, -0.34, 0.36], [0.80, 0.40, -0.32], [0.46, -0.07, 0.08], [0.65, 0.89, -0.49], [-0.50, -0.35, 0.28], [0.21, 0.20, -0.26]],
  "homo_ev": -3.153,
  "charge": -1,
  "lumo_ha": 0.1186,
  "relative_energy_kj_mol": 205.22,
  "orbital_gap_ev": 6.3793,
  "energy_ev": -21741.40493
}

***

{
  "formula": "C3H6N2O",
  "method": "wB97M-V/def2-TZVPD",
  "symbols": ["O", "N", "N", "C", "C", "C", "H", "H", "H", "H", "H", "H"],
  "coordinates": [[-0.83003, 1.46328, 1.43156], [0.54116, 0.13706, -0.68678], [-1.43364, -0.73229, -1.28587], [-0.86914, 0.02559, -0.43796], [-1.50059, 0.75774, 0.71284], [1.43942, -0.45672, 0.28218], [-0.47664, -0.86726, -1.74511], [1.02904, -1.42232, 0.60315], [0.81619, 1.05358, -1.00485], [1.57415, 0.18648, 1.15293], [2.40053, -0.65142, -0.20419], [-2.58878, 0.62962, 0.86836]],
  "forces_ev_per_angstrom": [[-0.41, -0.31, -0.32], [0.28, 0.54, 0.23], [0.64, 0.28, 0.22], [0.56, -0.03, -0.26], [0.21, 0.21, 0.20], [0.19, 0.05, 0.28], [-1.91, -1.00, -0.83], [0.09, 0.21, -0.06], [0.11, 0.22, 0.31], [0.18, -0.16, 0.16], [-0.10, 0.07, 0.18], [0.17, -0.07, -0.12]],
  "smiles": "[H]/N=C(/C=O)NC",
  "homo_ev": -9.538,
  "charge": 0,
  "lumo_ha": -0.0082,
  "relative_energy_kj_mol": 247.95,
  "orbital_gap_ev": 9.3150,
  "energy_ev": -8234.12893
}

***

{
  "formula": "C5H14O",
  "method": "wB97M-V/def2-TZVPD",
  "symbols": ["O", "C", "C", "C", "C", "C", "H", "H", "H", "H", "H", "H", "H", "H", "H", "H", "H", "H", "H", "H"],
  "coordinates": [[-2.18702, -0.68945, 1.41663], [-1.90980, -0.29599, -1.00869], [-0.72658, -2.15027, 0.22268], [2.43545, 1.99307, -0.46855], [1.79726, 1.11221, 0.66960], [-1.28047, -0.74160, 0.31290], [1.89417, 0.06612, 0.42603], [-2.98677, -0.19272, 1.22057], [-1.17774, 0.20080, -1.64500], [3.50068, 1.94279, -0.63514], [-0.45318, -0.04884, 0.53363], [-0.76547, -2.76209, 1.16302], [0.41805, -2.26054, 0.22563], [0.74702, 1.40380, 0.52622], [2.18194, 3.02382, -0.17445], [-2.63647, 0.47159, -0.80521], [2.20656, 1.59863, -1.45929], [2.31438, 1.28345, 1.62268], [-1.06897, -2.75883, -0.62341], [-2.30304, -1.19597, -1.51984]],
  "forces_ev_per_angstrom": [[-0.19, -0.23, 0.15], [0.44, -0.72, 0.14], [2.66, -1.84, 1.06], [0.36, -0.61, 0.80], [0.94, 0.81, -1.84], [0.46, 0.32, 0.04], [-0.03, -0.45, -0.01], [0.19, 0.05, -0.25], [0.18, -0.29, -0.11], [0.81, 0.00, 1.07], [-0.42, -0.35, 0.10], [-1.18, 0.72, -0.58], [-1.23, 1.00, -0.83], [0.28, -0.24, 1.22], [-0.03, -0.22, -1.10], [-0.70, 0.11, -0.08], [-1.32, 0.67, -0.05], [-0.81, 0.21, -0.09], [-0.21, 0.23, 0.29], [-0.23, 0.82, 0.07]],
  "smiles": "CC(C)O.CC",
  "homo_ev": -10.051,
  "charge": 0,
  "lumo_ha": 0.0337,
  "relative_energy_kj_mol": 147.40,
  "orbital_gap_ev": 10.9668,
  "energy_ev": -7458.25759
}

***

{
  "formula": "C2H6N2S2",
  "method": "wB97M-V/def2-TZVPD",
  "symbols": ["S", "S", "N", "N", "C", "C", "H", "H", "H", "H", "H", "H"],
  "coordinates": [[1.45363, 1.86675, -0.34250], [0.14645, -1.15487, 1.21942], [0.51746, 0.82573, -1.35951], [-1.00352, -0.55746, 0.18800], [-2.21263, -1.38373, 0.02088], [-0.36759, -0.10490, -1.09945], [-1.71951, -2.45223, -0.40563], [0.79717, 1.51878, 0.78096], [-3.04750, -1.04595, -0.78099], [-0.60465, -0.87130, -1.92960], [-2.57939, -1.36336, 0.92019], [0.43650, -0.12200, 2.05639]],
  "forces_ev_per_angstrom": [[-1.92, -1.37, -0.27], [0.93, -0.89, 1.12], [-1.32, -2.16, 0.39], [0.62, 2.99, -3.10], [2.93, -1.87, -7.33], [1.14, 0.18, 0.15], [-2.16, 2.20, 1.39], [0.38, 0.50, 0.27], [2.39, -0.27, 1.84], [0.09, 1.70, 0.88], [-2.56, -0.93, 4.90], [-0.53, -0.09, -0.23]],
  "smiles": "CN(S)/C=N\\S",
  "homo_ev": -8.863,
  "charge": 0,
  "lumo_ha": 0.0200,
  "relative_energy_kj_mol": 314.00,
  "orbital_gap_ev": 9.4080,
  "energy_ev": -26818.55994
}

***

{
  "formula": "C2H6NS2",
  "method": "wB97M-V/def2-TZVPD",
  "symbols": ["S", "S", "N", "C", "C", "H", "H", "H", "H", "H", "H"],
  "coordinates": [[-2.79141, 0.20151, 0.41483], [-1.97168, -0.34107, 2.30556], [0.22517, -0.46772, 0.17314], [-1.68284, -1.03685, 0.76417], [0.21263, 0.90273, -0.29787], [-0.60605, 1.04224, -1.00545], [0.44774, -1.12898, -0.56782], [-1.59752, -2.05894, 0.44775], [0.81932, -0.61393, 0.98436], [0.08599, 1.58793, 0.53923], [1.14371, 1.15188, -0.81037]],
  "forces_ev_per_angstrom": [[-0.09, -0.18, 0.08], [-0.15, 0.02, 0.01], [-1.87, -0.97, 0.29], [1.91, 0.91, -0.30], [0.10, 0.60, -0.25], [0.10, -0.01, 0.07], [0.17, 0.06, 0.17], [-0.11, -0.21, -0.06], [-0.01, -0.07, -0.10], [-0.07, -0.08, -0.01], [0.01, -0.05, 0.09]],
  "homo_ev": -13.805,
  "charge": 1,
  "lumo_ha": -0.1947,
  "relative_energy_kj_mol": 117.73,
  "orbital_gap_ev": 8.5055,
  "energy_ev": -25323.00128
}

***

{
  "formula": "C5H10O",
  "method": "wB97M-V/def2-TZVPD",
  "symbols": ["O", "C", "C", "C", "C", "C", "H", "H", "H", "H", "H", "H", "H", "H", "H", "H"],
  "coordinates": [[0.60335, -0.63473, 1.86444], [1.28401, 1.03318, 0.05268], [-0.25682, -1.03093, -0.31798], [0.35744, 0.01191, 0.62020], [-0.36354, 0.40270, 1.83292], [-0.93535, -0.55410, -1.60027], [-0.07274, 1.26907, 2.42969], [-0.25009, 0.02087, -2.23124], [0.58338, -1.69305, -0.57092], [-1.81478, 0.06662, -1.39260], [2.14338, 0.56474, -0.42086], [-1.38000, 0.27112, 1.51064], [1.59539, 1.71396, 0.84822], [-1.27693, -1.41248, -2.19184], [-0.95167, -1.65730, 0.26026], [0.73496, 1.62840, -0.69335]],
  "forces_ev_per_angstrom": [[-0.03, -0.11, 0.24], [0.40, -0.07, -0.06], [0.08, 0.05, 0.00], [0.19, 0.08, -0.40], [-0.11, 0.56, -0.94], [0.02, 0.11, -0.04], [-0.31, -0.07, -0.40], [-0.10, -0.03, 0.07], [-0.14, 0.05, -0.05], [0.15, -0.04, 0.00], [0.24, 0.16, -0.15], [-1.04, -0.80, 1.61], [0.22, -0.11, -0.18], [0.08, 0.16, 0.15], [0.16, 0.27, -0.01], [0.20, -0.21, 0.17]],
  "smiles": "CC[C@@]1(C)CO1",
  "homo_ev": -9.872,
  "charge": 0,
  "lumo_ha": 0.0363,
  "relative_energy_kj_mol": 172.80,
  "orbital_gap_ev": 10.8586,
  "energy_ev": -7392.97443
}

***

{
  "formula": "C16H12ClFO3S",
  "method": "wB97M-V/def2-TZVPD",
  "symbols": ["Cl", "S", "F", "O", "O", "O", "C", "C", "C", "C", "C", "C", "C", "C", "C", "C", "C", "C", "C", "C", "C", "C", "H", "H", "H", "H", "H", "H", "H", "H", "H", "H", "H", "H"],
  "coordinates": [[1.30536, -2.38699, 2.08607], [3.48850, 3.71807, 1.75792], [-1.62879, 1.91135, -1.11308], [-3.93804, 0.13740, -0.48182], [3.01368, 2.62302, 0.86210], [-1.55375, -3.35041, 1.85869], [3.44163, 5.24864, 0.80849], [-3.02649, -0.64225, -0.57657], [-2.48343, -4.54999, -0.86574], [-2.43516, -3.16549, -0.40344], [-3.17389, -2.10450, -1.12104], [1.09996, 0.19768, 0.86704], [5.28452, 3.60270, 1.84263], [-0.85660, -1.33813, 0.63826], [-3.97050, -2.40769, -2.29817], [-3.27234, -4.86737, -2.05692], [-4.02190, -3.80854, -2.75322], [-1.60357, -2.70614, 0.84392], [-1.57102, -0.28138, -0.11154], [0.48842, -1.10568, 1.15570], [0.42933, 1.23317, 0.10183], [-0.92752, 0.99127, -0.37719], [3.97586, 5.11835, -0.13368], [2.12879, 0.38862, 1.25220], [3.89455, 6.05197, 1.39069], [2.39984, 5.49365, 0.60396], [5.70360, 3.57555, 0.83583], [0.91119, 2.21142, -0.13237], [5.54508, 2.68513, 2.36889], [-1.87735, -5.29519, -0.29790], [-4.60729, -4.08199, -3.66432], [-4.54487, -1.63482, -2.86070], [5.67842, 4.45891, 2.39180], [-3.29622, -5.92036, -2.41833]],
  "forces_ev_per_angstrom": [[-0.35, 1.33, -0.81], [0.03, 0.04, 0.06], [1.13, -0.83, 0.90], [0.32, -0.39, -0.35], [0.21, 0.23, 0.02], [0.10, 0.23, -0.50], [0.01, 0.04, -0.13], [1.02, -0.59, -0.01], [-0.88, 1.91, -0.70], [-0.85, 0.25, -1.42], [0.27, -1.15, -0.26], [-0.91, -0.67, -0.19], [0.11, -0.03, -0.08], [0.45, 1.06, -0.18], [0.83, -2.16, 0.92], [0.03, 2.08, 0.82], [1.33, 0.29, 1.56], [-0.21, 0.46, -1.23], [1.17, -0.51, 0.52], [-1.72, 1.69, -1.36], [-1.47, -1.37, 0.01], [0.55, -1.85, 1.05], [0.00, -0.08, 0.04], [-1.05, -0.05, -0.48], [-0.02, -0.05, 0.04], [0.02, -0.08, 0.07], [-0.09, -0.01, 0.00], [-0.29, -1.14, 0.41], [-0.11, 0.03, -0.01], [-0.76, 0.57, -0.69], [0.58, 0.35, 0.96], [0.66, -0.64, 0.74], [-0.07, -0.02, 0.01], [-0.05, 1.07, 0.25]],
  "homo_ev": -9.062,
  "charge": 0,
  "lumo_ha": -0.0204,
  "relative_energy_kj_mol": 214.94,
  "orbital_gap_ev": 8.5057,
  "energy_ev": -49001.38285
}